(1)
{"formula": "C5H8O", "method": "wB97M-V/def2-TZVPD", "species": ["C", "C", "C", "C", "C", "O", "H", "H", "H", "H", "H", "H", "H", "H"], "positions_angstrom": [[2.074286, -0.559760, -0.038267], [0.787472, 0.164138, -0.304661], [-0.396251, -0.423829, -0.465888], [-1.671168, 0.296638, -0.796682], [-0.992188, 1.251413, 2.231063], [-1.418042, 0.328529, 2.741039], [2.598954, -0.136883, 0.826490], [1.896068, -1.623149, 0.151699], [2.754252, -0.479859, -0.895630], [0.848068, 1.251328, -0.386173], [-1.930404, 0.134968, -1.849996], [-0.459877, -1.510787, -0.383705], [-1.577892, 1.375699, -0.632189], [-2.513276, -0.068452, -0.197105]], "atomic_forces_ev_per_a": [[0.0, -0.1, 0.0], [-0.2, -0.1, -0.1], [0.2, 0.1, 0.0], [0.0, 0.0, 0.0], [-0.6, -1.2, 0.7], [0.5, 1.2, -0.6], [-0.1, -0.1, -0.1], [0.0, 0.1, 0.0], [-0.1, 0.0, 0.1], [0.0, -0.1, 0.0], [0.0, 0.0, 0.1], [0.0, 0.1, 0.0], [0.0, -0.2, -0.1], [0.1, 0.0, -0.1]], "multiplicity": 1, "e_tot_ev": -7361.3099, "charge": 0, "lumo_energy_ev": 1.20, "de_lowest_ev": 0.9454}


(2)
{"formula": "C5H8O", "method": "wB97M-V/def2-TZVPD", "species": ["C", "C", "C", "C", "C", "O", "H", "H", "H", "H", "H", "H", "H", "H"], "positions_angstrom": [[1.868251, -0.484466, 0.065627], [0.530848, 0.306212, 0.054219], [-0.624394, -0.339566, -0.701163], [-1.711695, 0.471311, -0.038975], [-0.725757, 0.530401, 1.228996], [-0.869443, 0.446207, 2.415496], [2.544887, -0.149855, 0.855472], [1.707175, -1.563881, 0.181742], [2.441120, -0.377758, -0.878723], [0.734413, 1.321365, -0.324052], [-0.753107, -0.221085, -1.769564], [-0.674056, -1.394583, -0.397527], [-1.758782, 1.447452, -0.549537], [-2.709464, 0.008240, -0.142012]], "atomic_forces_ev_per_a": [[-0.3, 0.1, 0.4], [-0.3, 0.1, 0.4], [-0.1, -0.1, -0.6], [0.1, 0.1, 0.5], [0.2, -0.6, -0.6], [0.4, 0.2, -1.6], [-0.1, 0.0, 0.0], [-0.1, 0.3, 0.2], [-0.6, 0.2, 0.3], [-0.3, -0.2, 0.2], [0.7, -0.3, -0.4], [-0.1, 0.2, -0.3], [0.1, -0.1, 0.5], [0.3, 0.3, 1.0]], "multiplicity": 1, "e_tot_ev": -7360.5097, "charge": 0, "lumo_energy_ev": 0.97, "de_lowest_ev": 1.7456}


(3)
{"formula": "C5H8O", "method": "wB97M-V/def2-TZVPD", "species": ["C", "C", "C", "C", "O", "C", "H", "H", "H", "H", "H", "H", "H", "H"], "positions_angstrom": [[-1.781921, 0.243940, -0.646397], [-0.323797, 0.047956, -0.370785], [0.659180, 0.955747, -0.335265], [1.910471, 0.287502, 0.110242], [1.522727, -1.097957, 0.210679], [0.260852, -1.304156, -0.102933], [-2.133324, -0.472289, -1.394587], [-1.994765, 1.258388, -0.996118], [-2.372003, 0.069884, 0.262866], [0.594221, 2.011598, -0.573955], [2.260640, 0.633711, 1.090612], [2.742345, 0.323487, -0.597832], [-0.758384, -1.307014, 1.987002], [-0.585248, -1.760078, 1.398423]], "atomic_forces_ev_per_a": [[0.0, 0.0, -0.1], [0.1, 0.0, -0.1], [0.0, -0.1, 0.1], [0.0, 0.2, -0.1], [-0.1, -0.1, -0.2], [0.2, 0.2, -0.4], [0.1, 0.1, 0.1], [0.0, -0.1, 0.0], [0.2, 0.0, -0.1], [0.0, -0.1, 0.1], [0.0, -0.1, -0.1], [-0.1, 0.1, 0.0], [-0.1, -0.1, 0.2], [-0.3, 0.0, 0.5]], "multiplicity": 1, "e_tot_ev": -7358.1050, "charge": 0, "lumo_energy_ev": 0.42, "de_lowest_ev": 4.1502}


(4)
{"formula": "C5H8O", "method": "wB97M-V/def2-TZVPD", "species": ["C", "C", "C", "C", "O", "C", "H", "H", "H", "H", "H", "H", "H", "H"], "positions_angstrom": [[-1.274769, -0.783330, -0.789176], [0.002427, -0.931848, -0.000146], [1.125112, 0.081307, -0.044584], [0.536937, 1.482074, 0.027186], [-0.261261, 1.145142, 1.180884], [0.337714, -0.145735, 1.219015], [-1.491887, 0.258655, -1.039370], [-2.136935, -1.174904, -0.239467], [-1.164154, -1.335911, -1.724861], [0.372564, -1.955983, 0.055999], [2.149186, -0.155135, -0.309860], [-0.073186, 1.833024, -0.814658], [1.278665, 2.242301, 0.289899], [0.599587, -0.559656, 2.189137]], "atomic_forces_ev_per_a": [[0.0, 0.0, 0.0], [-0.1, -0.1, -0.1], [0.2, 0.0, -0.1], [0.1, 0.2, -0.3], [-0.1, 0.1, 0.1], [0.0, -0.3, 0.3], [0.0, -0.2, 0.1], [0.1, 0.0, -0.1], [-0.2, 0.0, 0.0], [0.0, 0.2, 0.0], [-0.2, 0.0, 0.1], [0.1, 0.0, 0.1], [-0.1, -0.1, 0.0], [0.0, 0.1, -0.2]], "multiplicity": 1, "e_tot_ev": -7359.8843, "charge": 0, "lumo_energy_ev": 1.12, "de_lowest_ev": 2.3709}


(5)
{"formula": "C5H8O", "method": "wB97M-V/def2-TZVPD", "species": ["C", "C", "C", "C", "C", "O", "H", "H", "H", "H", "H", "H", "H", "H"], "positions_angstrom": [[0.370608, -0.328822, 0.425079], [0.182942, 0.601217, -0.553538], [-0.698524, -0.768862, 1.146916], [1.786256, -0.473831, 1.089759], [-1.107128, 0.983976, -1.290028], [-1.799494, -1.266202, 0.644286], [0.987493, 1.239200, -0.698305], [1.892835, -1.464680, 1.356791], [1.664880, 0.005421, 2.023267], [2.418468, -0.111497, 0.353585], [-1.014386, 0.803774, -2.307472], [-1.159624, 2.056650, -1.082299], [-1.886734, 0.297828, -0.917076], [-1.637592, -1.574171, -0.190964]], "atomic_forces_ev_per_a": [[2.3, 0.7, -1.7], [-1.6, -1.6, 0.0], [-2.1, -0.3, 3.0], [-4.1, 0.6, -0.7], [1.2, -0.7, 3.0], [-0.1, 0.8, 3.2], [1.5, 1.2, -0.5], [0.7, -2.3, 0.1], [0.6, 1.2, 0.9], [1.9, 0.7, -0.7], [0.3, -0.1, -2.0], [-1.0, -0.2, -0.2], [-0.2, 1.2, -0.2], [0.3, -1.3, -4.2]], "multiplicity": 1, "e_tot_ev": -7357.8255, "charge": 0, "lumo_energy_ev": 0.49, "de_lowest_ev": 4.4298}


(6)
{"formula": "C5H8O", "method": "wB97M-V/def2-TZVPD", "species": ["C", "C", "O", "C", "C", "C", "H", "H", "H", "H", "H", "H", "H", "H"], "positions_angstrom": [[1.778861, 0.966055, -0.324858], [0.854419, -0.040108, 0.290630], [1.499767, -0.944879, 1.089205], [-0.440935, -0.126151, 0.038010], [-1.598550, 0.361352, -0.700858], [-1.616181, -1.010568, -0.007923], [2.380892, 0.466837, -1.095108], [1.193245, 1.754091, -0.804844], [2.464537, 1.399798, 0.409073], [0.823079, -1.502910, 1.494243], [-1.567120, 0.406389, -1.788235], [-2.201905, 1.136071, -0.227438], [-2.275941, -1.156717, 0.847243], [-1.533399, -1.881831, -0.658947]], "atomic_forces_ev_per_a": [[-0.1, 0.0, 0.1], [-0.3, 0.2, -0.3], [0.0, -0.1, 0.0], [0.2, -0.1, 0.1], [0.0, 0.1, -0.1], [0.0, -0.1, 0.0], [-0.1, 0.1, 0.2], [0.1, -0.1, 0.1], [-0.1, -0.1, -0.1], [0.1, 0.0, -0.1], [-0.1, -0.1, 0.2], [0.1, -0.1, -0.1], [0.1, 0.2, -0.1], [-0.1, 0.1, 0.2]], "multiplicity": 1, "e_tot_ev": -7360.3677, "charge": 0, "lumo_energy_ev": 0.95, "de_lowest_ev": 1.8876}


(7)
{"formula": "C5H8O", "method": "wB97M-V/def2-TZVPD", "species": ["C", "C", "C", "C", "C", "O", "H", "H", "H", "H", "H", "H", "H", "H"], "positions_angstrom": [[-1.499392, -0.277954, -0.205438], [-1.184234, 1.233703, 0.005971], [-0.381653, -0.886271, 0.558072], [0.837297, -0.940994, -0.228786], [2.046432, -0.380220, 0.455596], [1.894683, -1.750009, 0.313127], [-1.526155, -0.499053, -1.285967], [-2.475483, -0.517822, 0.228686], [-2.106808, 1.811793, 0.096485], [-0.591082, 1.621354, -0.827946], [-0.614975, 1.378549, 0.933275], [0.852881, -0.898554, -1.326326], [2.794913, 0.091404, -0.183794], [1.953572, 0.014080, 1.467040]], "atomic_forces_ev_per_a": [[0.0, -0.1, 0.0], [0.0, 0.2, 0.0], [0.0, 0.0, -0.4], [-0.4, 0.0, -0.1], [0.2, 0.2, 0.1], [0.1, -0.1, 0.0], [0.1, 0.0, 0.2], [0.2, 0.0, 0.0], [0.1, -0.1, -0.1], [-0.1, -0.1, 0.2], [-0.1, 0.1, -0.1], [0.0, -0.1, 0.2], [-0.2, -0.1, 0.1], [0.0, -0.1, -0.2]], "multiplicity": 1, "e_tot_ev": -7357.3403, "charge": 0, "lumo_energy_ev": -0.07, "de_lowest_ev": 4.9150}


(8)
{"formula": "C5H8O", "method": "wB97M-V/def2-TZVPD", "species": ["C", "C", "C", "C", "C", "O", "H", "H", "H", "H", "H", "H", "H", "H"], "positions_angstrom": [[1.458256, -0.026860, -0.416647], [0.178743, 0.020697, -1.240777], [-1.047297, -0.780242, -0.914848], [-1.152028, 0.493045, -0.727749], [-0.502118, 1.300360, 2.080552], [-0.159084, 2.339248, 1.778711], [1.292036, -0.303296, 0.631220], [2.145315, -0.766721, -0.846257], [1.972635, 0.942443, -0.434736], [0.401061, 0.201456, -2.298478], [-0.684961, -1.808959, 1.647155], [-1.493685, -1.761718, -0.873792], [-1.758222, 1.336199, -0.432849], [-0.650651, -1.185652, 2.048494]], "atomic_forces_ev_per_a": [[0.0, 0.0, 0.0], [0.3, 0.0, -0.2], [-0.1, 0.1, 0.0], [-0.1, -0.1, 0.0], [0.4, 1.3, -0.2], [-0.4, -1.1, 0.3], [-0.1, 0.1, -0.2], [-0.1, 0.1, 0.1], [-0.1, -0.1, 0.0], [-0.1, 0.0, 0.1], [0.0, -0.1, 0.1], [0.1, 0.1, 0.0], [0.1, -0.1, -0.1], [0.0, -0.2, 0.0]], "multiplicity": 1, "e_tot_ev": -7358.1904, "charge": 0, "lumo_energy_ev": 1.06, "de_lowest_ev": 4.0648}


(9)
{"formula": "C5H8O", "method": "wB97M-V/def2-TZVPD", "species": ["O", "C", "C", "C", "C", "C", "H", "H", "H", "H", "H", "H", "H", "H"], "positions_angstrom": [[-0.725951, -1.241174, 1.700213], [0.002555, -0.488808, 0.759246], [0.292151, -1.095094, -0.634251], [1.156780, -0.035213, -1.285878], [0.537356, 1.231549, -0.721315], [-0.495014, 0.913696, 0.390660], [-1.285683, -1.873300, 1.242117], [0.704340, -2.112220, -0.621812], [-0.615964, -1.106279, -1.283416], [0.993563, -0.328662, 1.195178], [1.313951, 1.936757, -0.390510], [0.106746, 1.688653, -1.629030], [-0.446549, 1.601902, 1.240661], [-1.538281, 0.908193, 0.038135]], "atomic_forces_ev_per_a": [[-0.1, 0.0, -0.2], [0.1, 0.2, -0.4], [0.3, 0.1, 0.0], [-0.9, 0.0, 0.5], [0.0, -0.1, -0.1], [0.1, -0.1, 0.0], [-0.1, 0.0, 0.0], [0.0, 0.3, -0.1], [0.2, 0.0, 0.3], [0.0, -0.1, 0.3], [-0.1, -0.2, -0.2], [0.1, 0.1, 0.2], [0.0, -0.1, -0.2], [0.3, -0.2, 0.0]], "multiplicity": 1, "e_tot_ev": -7358.3330, "charge": 0, "lumo_energy_ev": 0.05, "de_lowest_ev": 3.9223}


(10)
{"formula": "C5H8O", "method": "wB97M-V/def2-TZVPD", "species": ["C", "C", "C", "C", "O", "C", "H", "H", "H", "H", "H", "H", "H", "H"], "positions_angstrom": [[0.852711, 0.980610, 0.020066], [-0.061322, 0.095279, -0.880753], [0.515063, -1.109541, -0.079723], [0.423647, -0.072755, 1.054548], [-0.992358, 0.150150, 1.187803], [-1.436367, 0.160921, -0.189401], [1.910492, 0.901906, -0.265063], [0.587362, 2.021831, 0.220650], [-0.041033, 0.155673, -1.969041], [1.535286, -1.376710, -0.363231], [-0.120253, -1.995120, 0.016900], [0.879391, -0.197182, 2.040408], [-2.085024, 1.014017, -0.386898], [-2.042145, -0.719333, -0.426962]], "atomic_forces_ev_per_a": [[-0.1, 0.2, 0.0], [-0.2, 0.0, -0.3], [0.0, -0.2, 0.0], [0.2, -0.1, 0.1], [-0.2, -0.2, 0.0], [0.5, 0.1, 0.0], [-0.3, 0.0, 0.1], [-0.1, -0.1, -0.1], [0.0, -0.1, 0.1], [-0.1, 0.1, 0.1], [0.1, 0.1, 0.0], [-0.2, 0.1, -0.2], [0.4, 0.4, 0.1], [0.2, -0.1, 0.2]], "multiplicity": 1, "e_tot_ev": -7360.5753, "charge": 0, "lumo_energy_ev": 1.08, "de_lowest_ev": 1.6800}